ORCA calculation (the ωB97M-V functional and the def2-TZVPD basis) on a 2-piece molecular cluster, CH2Cl2OSi overall in a non-equilibrium geometry.

```
7
Properties=species:S:1:pos:R:3:mulliken_charge:R:1
C -0.9930 -0.4198 0.8557 0.019
O -1.0372 -1.5844 0.6661 -0.293
Si 1.8802 1.0993 -0.6292 0.398
Cl 2.5580 -0.3199 -1.7843 -0.147
Cl 1.0581 2.3499 -1.9760 -0.195
H -1.4739 0.1979 1.5358 0.279
H 3.0423 1.8316 0.0515 -0.060
```

Calculated values
spin multiplicity = 1
HOMO level (alpha / beta) = -8.537 / -8.252 eV
energy above the lowest of the compared OMol25 structures with the same formula, charge and spin = 2.6507 eV
F_max = 3.893 eV Å⁻¹